{"formula": "C5H11NO", "method": "ωB97M-V/def2-TZVPD", "species": ["C", "C", "N", "C", "C", "C", "O", "H", "H", "H", "H", "H", "H", "H", "H", "H", "H", "H"], "coordinates": [[-1.86921, 0.18022, -0.63269], [-0.66917, 0.95779, -0.04242], [0.60540, 0.25700, -0.18387], [1.62160, 0.95406, -0.93424], [0.78989, -1.02955, 0.16249], [0.26869, -1.44870, 1.55074], [1.34587, -1.80658, -0.61450], [-1.82259, 0.07472, -1.74997], [-2.79896, 0.67701, -0.33858], [-1.88513, -0.84737, -0.19726], [-0.57164, 1.91788, -0.53115], [-1.01301, 0.94829, 0.97983], [2.51607, 0.36077, -0.76957], [1.61381, 1.27415, -1.96688], [1.71860, 1.89804, -0.34559], [0.20300, -2.48729, 1.81740], [-0.75651, -1.09107, 1.43670], [0.70330, -0.78935, 2.35959]], "homo_ev": -8.88, "mol_weight_g_mol": 101.15, "lumo_energy_ev": 0.89, "total_charge": 0, "e_above_lowest_kcal_mol": 37.4, "energy_ha": -327.07168, "smiles": "CCN(C)C(C)=O"}

{"formula": "C67H73BaGeN4O4PS3", "method": "ωB97M-V/def2-TZVPD", "species": ["Ba", "C", "N", "C", "C", "N", "C", "C", "C", "C", "C", "C", "C", "S", "C", "C", "C", "C", "C", "C", "S", "H", "H", "H", "H", "H", "H", "H", "H", "H", "H", "H", "H", "H", "H", "H", "H", "H", "H", "C", "C", "C", "C", "C", "C", "C", "S", "O", "O", "N", "C", "C", "C", "C", "C", "C", "C", "C", "N", "C", "H", "H", "H", "H", "H", "H", "H", "H", "H", "H", "H", "H", "H", "C", "C", "C", "C", "P", "C", "C", "C", "C", "C", "C", "C", "C", "C", "C", "H", "H", "H", "H", "H", "H", "H", "H", "H", "H", "H", "H", "H", "H", "H", "H", "H", "H", "H", "H", "H", "H", "H", "O", "C", "O", "C", "C", "Ge", "C", "C", "C", "C", "C", "C", "C", "C", "C", "C", "C", "C", "C", "C", "C", "C", "C", "C", "H", "H", "H", "H", "H", "H", "H", "H", "H", "H", "H", "H", "H", "H", "H", "H", "H", "H", "H"], "coordinates": [[-0.89954, -1.00335, 0.17317], [0.65648, -4.72577, 1.00404], [0.78396, -3.52229, 1.80769], [0.00696, -3.60250, 3.05892], [-1.50070, -3.62032, 2.85025], [-2.13086, -2.30341, 2.83282], [-3.58237, -2.46621, 2.59413], [-1.95693, -1.46154, 3.98696], [-1.67286, -2.02828, 5.22841], [-1.52072, -1.25077, 6.37180], [-1.68162, 0.12569, 6.26508], [-1.98499, 0.69621, 5.03111], [-2.12578, -0.06084, 3.85311], [-2.46872, 0.74203, 2.32057], [2.14537, -3.14606, 2.11397], [3.17191, -4.09022, 2.03782], [4.48584, -3.77683, 2.38412], [4.76743, -2.49401, 2.84545], [3.75267, -1.54417, 2.92280], [2.41963, -1.81818, 2.54300], [1.19547, -0.57452, 2.54797], [0.87841, -5.64879, 1.56734], [1.33313, -4.67395, 0.14930], [-0.36178, -4.81393, 0.61867], [0.28277, -2.74325, 3.65928], [0.29403, -4.50991, 3.61323], [-1.96595, -4.28447, 3.59972], [-1.73614, -4.06724, 1.88146], [-4.03872, -3.03401, 3.42471], [-3.76549, -3.01007, 1.67480], [-4.05060, -1.48458, 2.52851], [-1.54839, -3.10565, 5.30793], [-1.27604, -1.71677, 7.32204], [-1.56000, 0.75958, 7.13922], [-2.10012, 1.77231, 4.93892], [2.95025, -5.09668, 1.69723], [5.26475, -4.52978, 2.30524], [5.78234, -2.22138, 3.12654], [3.97509, -0.53249, 3.25749], [-6.27411, -2.76742, -6.00628], [-5.36234, -2.84133, -4.80651], [-5.86496, -2.66059, -3.52097], [-5.02498, -2.66883, -2.41764], [-3.65946, -2.87136, -2.59833], [-3.13549, -3.04911, -3.87147], [-3.99069, -3.03850, -4.96516], [-2.65247, -2.84010, -1.13723], [-3.01842, -1.57934, -0.48904], [-3.00106, -4.03919, -0.41121], [-1.14743, -2.73023, -1.51713], [-0.39634, -3.81907, -2.03894], [-0.87690, -5.03765, -2.48744], [-0.00798, -5.99971, -3.06599], [1.33055, -5.77227, -3.19153], [1.86623, -4.55262, -2.70580], [3.24999, -4.25141, -2.74115], [3.70958, -3.07859, -2.22805], [2.78244, -2.17190, -1.65781], [1.49749, -2.40860, -1.60866], [1.01793, -3.58523, -2.13028], [-7.30929, -2.97039, -5.73045], [-5.97672, -3.48230, -6.77601], [-6.24104, -1.77118, -6.45442], [-6.93027, -2.49101, -3.37902], [-5.41860, -2.49536, -1.41811], [-2.06921, -3.17532, -4.01139], [-3.58050, -3.17183, -5.96431], [-1.92277, -5.27712, -2.37738], [-0.42642, -6.93780, -3.41001], [1.98898, -6.50937, -3.64169], [3.93277, -4.97810, -3.16661], [4.76360, -2.82970, -2.24036], [3.11648, -1.22781, -1.22553], [-3.21035, 3.77650, -0.14905], [-2.81571, 3.69862, -1.63903], [-1.47186, 4.41998, -1.81450], [-3.89849, 4.40126, -2.45347], [-2.52769, 1.85889, -1.97790], [-4.29608, 1.28804, -1.99944], [-4.77650, 0.85217, -0.75486], [-6.09804, 0.44639, -0.58945], [-6.96859, 0.44110, -1.67280], [-6.50289, 0.83535, -2.92345], [-5.18364, 1.25108, -3.08085], [-1.85732, 1.63130, -3.72637], [-2.38152, 2.50123, -4.86846], [-2.09304, 0.15126, -4.05133], [-0.32784, 1.83233, -3.63170], [-3.14532, 4.82183, 0.18365], [-2.56428, 3.17137, 0.49699], [-4.23699, 3.43646, 0.01179], [-1.52564, 5.41169, -1.34868], [-1.22219, 4.56042, -2.87036], [-0.64708, 3.87276, -1.34107], [-4.05899, 5.40597, -2.03405], [-4.85161, 3.86897, -2.40575], [-3.62446, 4.52089, -3.50529], [-4.10628, 0.80408, 0.10483], [-6.43031, 0.11656, 0.39025], [-7.99756, 0.12057, -1.54809], [-7.16534, 0.81611, -3.78422], [-4.85500, 1.54926, -4.06784], [-3.45045, 2.38688, -5.05624], [-1.85242, 2.21673, -5.79067], [-2.17823, 3.56103, -4.69307], [-3.15005, -0.11581, -4.04501], [-1.57583, -0.50353, -3.33784], [-1.69291, -0.07005, -5.04977], [-0.05196, 2.88898, -3.60791], [0.14272, 1.38652, -4.52062], [0.09921, 1.35051, -2.74873], [2.27840, 1.64316, -0.48787], [1.10184, 1.64433, -0.07583], [0.19924, 0.80325, -0.42160], [0.70331, 2.68776, 0.93729], [1.76386, 3.77692, 1.12035], [3.57699, 3.14535, 1.45620], [4.53037, 4.90106, 1.49608], [4.81968, 5.56683, 0.29411], [5.47842, 6.79531, 0.27377], [5.86061, 7.39818, 1.46989], [5.56807, 6.76735, 2.67619], [4.91035, 5.53488, 2.68633], [4.89809, 1.95860, 0.63705], [4.67935, 0.57269, 0.73447], [5.66011, -0.33048, 0.33838], [6.86741, 0.13305, -0.18704], [7.09218, 1.50089, -0.29608], [6.11608, 2.40809, 0.12715], [3.63886, 2.49740, 3.30917], [2.49607, 2.32475, 4.09580], [2.59014, 1.86594, 5.40862], [3.83539, 1.58200, 5.95768], [4.98662, 1.74625, 5.18757], [4.88344, 2.19214, 3.87404], [0.54153, 2.12491, 1.86346], [-0.27688, 3.08035, 0.65398], [1.54233, 4.41392, 1.98295], [1.82520, 4.41883, 0.23430], [4.52349, 5.11444, -0.65312], [5.69572, 7.28117, -0.67319], [6.37983, 8.35219, 1.46038], [5.85446, 7.23419, 3.61436], [4.69247, 5.05860, 3.64015], [3.73384, 0.20026, 1.13166], [5.48255, -1.39921, 0.45883], [7.63269, -0.57119, -0.49903], [8.03144, 1.86770, -0.69691], [6.32099, 3.47096, 0.06249], [1.51043, 2.50572, 3.67903], [1.68509, 1.70154, 5.98491], [3.90928, 1.21398, 6.97473], [5.95933, 1.50978, 5.60473], [5.78506, 2.28912, 3.27201]], "homo_ev": -1.56, "mol_weight_g_mol": 1335.46, "lumo_energy_ev": 3.46, "total_charge": -2, "e_above_lowest_kcal_mol": 0.0, "energy_ha": -6755.41548}

{"formula": "C5H5N", "method": "ωB97M-V/def2-TZVPD", "species": ["C", "C", "C", "C", "C", "N", "H", "H", "H", "H", "H"], "coordinates": [[-3.27572, 0.91455, -1.25100], [-2.13463, 0.73290, -0.92402], [-0.80873, 0.52064, -0.54891], [0.33095, 0.29244, -0.24796], [1.65134, -0.10299, 0.24692], [1.72533, -1.17780, 1.23979], [-4.27119, 1.16180, -1.60076], [2.27814, -0.30998, -0.63992], [2.11105, 0.76031, 0.65798], [1.12911, -1.96288, 0.95219], [1.26435, -0.82899, 2.11571]], "homo_ev": -9.45, "mol_weight_g_mol": 79.10, "lumo_energy_ev": 0.91, "total_charge": 0, "e_above_lowest_kcal_mol": 82.8, "energy_ha": -248.14301, "smiles": "C#CC#CCN"}

{"formula": "C14H17N3S", "method": "ωB97M-V/def2-TZVPD", "species": ["C", "H", "H", "H", "C", "C", "C", "H", "C", "C", "N", "N", "C", "N", "C", "C", "C", "C", "C", "C", "S", "H", "H", "H", "H", "H", "C", "H", "H", "H", "H", "H", "H", "H", "H"], "coordinates": [[-4.40421, -2.01146, 0.41579], [-5.34349, -1.88771, 0.60933], [-3.85642, -2.66626, 0.96377], [-4.36701, -2.42528, -0.71453], [-3.67755, -0.86463, 0.28139], [-4.43754, 0.29985, -0.37430], [-3.55328, 1.45658, -0.55290], [-3.05652, 1.50891, -1.84145], [-2.36623, 1.69518, 0.18798], [-1.44010, 0.38796, 0.15387], [-0.27763, 0.77706, 0.15428], [0.50537, -0.37809, -0.11377], [1.97000, -0.49407, -0.11648], [2.61798, 0.86587, 0.16216], [3.93614, 0.56215, -0.04377], [4.84696, 1.53385, 0.32258], [6.28526, 1.04488, 0.18928], [6.59300, -0.17313, 0.04745], [5.78648, -1.01372, -0.21235], [4.31956, -0.71874, 0.02881], [2.89753, -1.79871, -0.29113], [5.85302, -2.05667, -0.12539], [7.67220, -0.26088, -0.02145], [6.94679, 2.01912, 0.39774], [4.60853, 2.76130, 0.08688], [0.33944, -1.40032, -0.12529], [-2.22969, -1.04538, 0.02409], [-1.74464, -1.47498, 0.61676], [-2.26841, -1.23588, -0.90374], [-2.67685, 1.71422, 1.36881], [-1.67563, 2.65144, 0.04343], [-4.07014, 2.48496, -0.82552], [-5.25112, 0.76403, 0.11339], [-4.72517, -0.18854, -1.39054], [-3.75665, -0.43289, 1.48482]], "homo_ev": -7.67, "mol_weight_g_mol": 259.38, "lumo_energy_ev": 0.35, "total_charge": 0, "e_above_lowest_kcal_mol": 332.5, "energy_ha": -1105.62774}

{"formula": "C34H37CrN7O3S", "method": "ωB97M-V/def2-TZVPD", "species": ["Cr", "C", "O", "C", "C", "C", "C", "C", "C", "N", "N", "C", "O", "C", "C", "C", "C", "C", "C", "C", "O", "H", "H", "H", "H", "H", "H", "H", "H", "H", "H", "H", "H", "C", "C", "C", "C", "C", "C", "N", "N", "C", "C", "C", "C", "C", "N", "H", "H", "H", "H", "H", "H", "H", "H", "H", "S", "C", "N", "C", "C", "N", "H", "H", "H", "H", "H", "H", "C", "C", "C", "C", "C", "H", "H", "H", "H", "H", "H", "H", "H", "H", "H"], "coordinates": [[-0.19976, -0.75603, -0.13689], [0.02970, -4.92048, -0.85074], [1.38473, -5.02709, -1.32783], [2.29743, -4.05373, -1.05434], [3.61846, -4.43351, -1.11984], [4.65606, -3.53039, -0.85567], [4.33455, -2.23943, -0.50313], [2.99817, -1.82153, -0.43511], [2.73914, -0.43969, -0.06158], [1.59592, 0.09077, 0.08120], [1.59184, 1.39898, 0.57824], [0.36159, 1.71556, 0.89956], [-0.68374, 1.02151, 0.68412], [0.19448, 2.99896, 1.65401], [-0.91633, 3.15391, 2.46665], [-1.09892, 4.32728, 3.19258], [-0.17303, 5.35502, 3.10044], [0.95270, 5.19294, 2.30029], [1.14021, 4.01408, 1.58827], [1.94009, -2.71051, -0.74495], [0.70327, -2.35697, -0.78149], [-0.38607, -5.92000, -0.96656], [-0.55623, -4.21117, -1.42268], [-0.01022, -4.62706, 0.19683], [3.82857, -5.46632, -1.37521], [5.68860, -3.85165, -0.91173], [5.11505, -1.51807, -0.27770], [3.59403, 0.19464, 0.16783], [-1.61824, 2.33012, 2.53099], [-1.96856, 4.43656, 3.83099], [-0.32342, 6.27693, 3.65229], [1.69013, 5.98445, 2.23815], [2.01902, 3.85742, 0.97392], [1.28536, -0.15737, 5.46101], [-0.04113, -0.58743, 5.41485], [-0.62252, -1.05799, 4.24563], [0.10542, -1.11292, 3.01801], [1.46983, -0.72531, 3.10706], [2.02564, -0.24838, 4.28203], [-0.45133, -1.50570, 1.83794], [-1.69466, -2.14928, 2.04832], [-2.39515, -2.29441, 0.98312], [-3.64718, -3.03848, 1.03795], [-4.35945, -3.26921, -0.08291], [-3.88619, -2.77535, -1.34681], [-2.73153, -2.04910, -1.34661], [-1.98456, -1.76641, -0.25542], [1.72458, 0.22911, 6.37423], [-0.64303, -0.55098, 6.31877], [-1.65091, -1.38216, 4.23193], [2.09428, -0.82876, 2.23250], [3.07144, 0.04797, 4.28144], [-3.95100, -3.40956, 2.00986], [-5.28613, -3.83353, -0.03029], [-4.42346, -2.93809, -2.27256], [-2.36108, -1.65480, -2.28377], [-2.15001, 0.94829, -2.30027], [-2.24302, 2.58668, -1.79358], [-2.92228, 2.93516, -0.59538], [-2.28112, 4.09961, 0.02082], [-1.16587, 4.51454, -0.95984], [-1.25468, 3.56383, -2.07573], [-3.00904, 2.13385, 0.01516], [-1.86505, 3.85054, 0.99296], [-2.99658, 4.91313, 0.16048], [-0.18677, 4.47648, -0.47750], [-1.32560, 5.53468, -1.31642], [-0.36987, 3.14027, -2.31585], [-0.05190, 1.07798, -4.54150], [0.19681, 0.00578, -3.46671], [-0.38941, -1.32137, -3.96413], [1.71200, -0.14543, -3.36140], [-0.38268, 0.39865, -2.06583], [0.42076, 0.77446, -5.48546], [0.38419, 2.03913, -4.23581], [-1.11634, 1.23511, -4.71733], [0.13251, -1.65928, -4.86897], [-1.45131, -1.20564, -4.21284], [-0.29058, -2.09224, -3.19560], [2.14591, -0.28626, -4.35909], [1.98288, -1.00456, -2.76175], [2.16448, 0.74648, -2.91185], [0.12614, 1.33277, -1.78379]], "homo_ev": [-0.04, -0.20], "multiplicity": 5, "mol_weight_g_mol": 675.78, "lumo_energy_ev": [4.54, 4.53], "total_charge": -2, "e_above_lowest_kcal_mol": 4.4, "energy_ha": -3369.49216}